Molecular formula: C34H69NO4S
Method: DFT, ωB97M-V/def2-TZVPD

Values from the calculation:
Energy above the lowest of the compared OMol25 structures with the same formula, charge and spin ... 0.000 eV
SMILES ... O=[N+]([O-])c1ccccc1.O=S1(=O)CCCC1.CCCCCC.CCCCCC.CCCCCC.CCCCCC
Energy ... -56888.017 eV

XYZ file:
```
109
C34H69NO4S, DFT ωB97M-V/def2-TZVPD
O -2.861 2.493 2.300
N -3.301 2.125 1.244
O -2.744 1.320 0.525
C -4.573 2.622 0.723
C -4.807 2.663 -0.659
C -6.020 3.130 -1.111
C -7.039 3.448 -0.184
C -6.730 3.556 1.160
C -5.469 3.151 1.609
H -3.971 2.405 -1.295
H -6.248 3.184 -2.166
H -7.999 3.753 -0.576
H -7.504 3.934 1.813
H -5.275 3.124 2.674
O 1.153 -1.718 5.190
S 0.271 -0.661 4.726
O -0.283 0.266 5.707
C 0.869 0.291 3.263
C 0.188 -0.387 2.081
C -1.256 -0.609 2.550
C -1.120 -1.441 3.859
H 1.951 0.330 3.161
H 0.443 1.278 3.431
H 0.165 0.368 1.295
H 0.589 -1.370 1.849
H -1.925 -1.063 1.818
H -1.811 0.291 2.819
H -0.996 -2.490 3.577
H -2.038 -1.503 4.443
C 2.642 5.276 -1.189
C 1.305 4.605 -1.495
C 1.177 3.219 -0.818
C -0.167 2.552 -1.147
C -0.113 1.902 -2.544
C -1.399 1.146 -2.882
H 2.528 6.030 -0.400
H 3.021 5.904 -1.998
H 3.422 4.622 -0.799
H 0.478 5.187 -1.084
H 1.115 4.583 -2.570
H 1.102 3.550 0.226
H 1.984 2.495 -0.904
H -0.509 1.848 -0.380
H -1.015 3.244 -1.071
H -0.028 2.726 -3.256
H 0.772 1.286 -2.709
H -1.737 0.342 -2.226
H -2.190 1.895 -2.983
H -1.348 0.644 -3.854
C 4.020 -4.118 -3.743
C 3.649 -2.659 -4.061
C 2.411 -2.163 -3.330
C 2.687 -1.725 -1.868
C 1.353 -1.321 -1.207
C 0.377 -2.418 -0.905
H 4.797 -4.515 -4.397
H 3.170 -4.787 -3.880
H 4.394 -4.170 -2.719
H 4.517 -2.029 -3.863
H 3.421 -2.630 -5.131
H 1.613 -2.912 -3.349
H 1.914 -1.308 -3.798
H 3.194 -2.485 -1.269
H 3.397 -0.895 -1.925
H 1.616 -0.704 -0.334
H 0.920 -0.449 -1.720
H 0.867 -3.231 -0.365
H -0.382 -1.967 -0.258
H -0.163 -2.858 -1.744
C 4.812 0.480 3.260
C 5.182 -0.459 2.108
C 5.903 0.166 0.910
C 5.057 1.292 0.263
C 5.654 1.873 -1.046
C 6.960 2.614 -0.738
H 4.317 1.381 2.900
H 5.739 0.830 3.726
H 4.221 -0.033 4.017
H 5.628 -1.403 2.443
H 4.228 -0.938 1.823
H 6.215 -0.696 0.326
H 6.741 0.752 1.299
H 4.057 0.871 0.060
H 4.720 2.080 0.940
H 5.770 1.037 -1.730
H 4.940 2.623 -1.391
H 7.235 3.229 -1.599
H 6.887 3.395 0.027
H 7.710 1.910 -0.385
C -4.833 -0.855 -0.966
C -4.858 -2.399 -0.840
C -3.682 -3.063 -0.100
C -4.048 -4.368 0.624
C -4.881 -4.161 1.888
C -5.283 -5.440 2.640
H -5.387 -0.469 -0.105
H -5.153 -0.416 -1.904
H -3.798 -0.564 -0.773
H -5.793 -2.880 -0.531
H -4.866 -2.716 -1.894
H -3.265 -2.340 0.607
H -2.955 -3.300 -0.878
H -4.527 -4.979 -0.149
H -3.089 -4.858 0.818
H -4.383 -3.399 2.491
H -5.816 -3.664 1.596
H -4.389 -6.072 2.536
H -5.371 -5.279 3.710
H -6.071 -5.992 2.139
```